{"formula": "C13H20FNO2", "method": "wB97M-V/def2-TZVPD", "species": ["O", "C", "C", "N", "C", "C", "C", "C", "C", "O", "C", "C", "C", "C", "F", "C", "C", "H", "H", "H", "H", "H", "H", "H", "H", "H", "H", "H", "H", "H", "H", "H", "H", "H", "H", "H", "H"], "positions_angstrom": [[-3.5305, -3.4336, -0.7092], [-2.9698, -3.0852, 0.4842], [-2.1976, -1.6566, 0.4716], [-3.1848, -0.6979, 0.0647], [-2.8572, 0.5776, 0.5149], [-1.5927, 1.0061, -0.0390], [-1.1575, 2.5774, 0.0793], [0.0830, 3.0910, -0.5720], [1.4420, 2.2897, -0.0441], [1.4028, 1.2861, -0.6773], [2.3630, 0.3216, -0.5020], [2.4300, -1.1973, -1.1541], [3.3951, -1.8840, -0.7801], [4.3983, -1.7003, -0.0708], [5.3307, -2.5707, 0.4012], [4.4204, -0.4995, 0.8279], [3.5532, 0.3290, 0.5263], [-4.2074, -2.7731, -1.2380], [-2.4924, -3.9497, 0.8072], [-3.9229, -2.8071, 1.2273], [-1.4362, -1.8047, -0.1214], [-2.0482, -1.6793, 1.4992], [-3.3460, -0.8770, -1.0687], [-2.6715, 0.7905, 1.5008], [-3.6449, 1.3283, 0.0798], [-1.7016, 1.0531, -1.1799], [-0.6604, 0.4170, 0.1383], [-0.9986, 2.4175, 1.2843], [-1.9228, 3.3873, -0.0923], [0.0409, 3.1307, -1.8007], [0.3452, 4.1481, -0.2561], [2.2802, 3.0486, -0.2443], [1.3298, 2.2394, 1.2277], [1.4702, -1.1091, -1.5607], [3.2880, -2.9361, -1.3979], [5.4140, -0.1641, 1.3126], [3.5565, 1.3863, 1.0615]], "atomic_forces_ev_per_a": [[-2.592, 0.910, -4.579], [-4.019, 4.656, 1.648], [-5.857, -3.683, 1.492], [-1.187, -3.102, -2.661], [-1.741, 3.540, -3.670], [3.516, 3.743, -5.973], [-1.093, -1.397, 4.481], [2.956, 0.720, -0.740], [-2.432, 13.811, 7.381], [2.048, -13.336, -6.276], [4.869, -6.394, 1.530], [-7.827, 14.074, 1.033], [-0.008, -11.524, -5.848], [6.688, 4.057, 9.443], [-0.250, -0.936, -1.513], [7.451, -6.651, -1.724], [-10.029, 11.722, -2.170], [2.718, -2.120, 2.894], [1.394, -1.195, 0.804], [2.448, -0.930, -1.168], [4.585, -0.118, -2.863], [1.119, 1.111, 1.885], [0.729, 1.605, 3.959], [-1.010, -0.662, 3.269], [1.131, -1.178, 1.232], [0.123, -1.144, 0.940], [-1.045, 0.282, 0.316], [-0.008, 1.846, -2.374], [0.007, -1.454, 0.297], [0.194, -0.464, 3.072], [-0.965, -0.926, -0.350], [-0.415, -1.216, 0.263], [0.326, -0.181, -3.116], [-0.903, -2.111, -1.688], [0.845, 1.859, 1.859], [-1.995, -1.080, -0.196], [0.231, -2.134, -0.888]], "smiles": "OCCNCCCCCOc1ccc(F)cc1", "spin_multiplicity": 1, "orbital_gap_ev": 8.45, "lumo_ev": 0.292}

***

{"formula": "C5H7N3O2", "method": "wB97M-V/def2-TZVPD", "species": ["C", "C", "C", "C", "C", "N", "N", "N", "O", "O", "H", "H", "H", "H", "H", "H", "H"], "positions_angstrom": [[2.3435, 1.2655, 0.1864], [1.3769, 0.8067, 1.1264], [-1.9235, 1.1506, -0.2561], [-1.1317, -1.7558, -0.2688], [-0.6748, -0.6187, 0.5888], [2.1580, 0.8587, -1.0462], [1.0770, 0.0059, -0.8632], [0.5398, 0.0244, 0.3398], [-2.7876, 1.0842, 0.5204], [-1.3634, 1.4348, -1.2540], [3.2117, 1.8895, 0.2317], [1.3179, 1.1472, 2.0540], [-2.3009, -1.7256, -0.2036], [-0.8810, -1.6759, -1.3706], [-0.7730, -2.7544, 0.0878], [-0.9571, -0.4858, 1.6944], [0.7682, -0.6513, -1.5671]], "atomic_forces_ev_per_a": [[-0.065, 0.494, -0.252], [1.277, -0.855, -5.919], [-0.190, -0.161, -1.446], [-1.714, -0.268, -0.265], [1.050, 1.569, 1.710], [-1.500, -2.198, 0.957], [0.877, 0.592, -1.504], [-0.271, -0.705, 1.452], [-0.595, 0.266, 0.925], [0.318, -0.056, 0.556], [0.066, 0.485, 1.009], [-1.050, 0.696, 3.889], [2.085, -0.399, -0.231], [-0.328, 0.086, 1.235], [-0.309, 0.629, -0.304], [0.405, -0.637, -2.008], [-0.056, 0.462, 0.197]], "spin_multiplicity": 1, "orbital_gap_ev": [7.85, 7.86], "lumo_ev": [0.650, 0.650]}

***

{"formula": "C3H6BNO2", "method": "wB97M-V/def2-TZVPD", "species": ["B", "C", "C", "C", "N", "O", "O", "H", "H", "H", "H", "H", "H"], "positions_angstrom": [[-0.9161, -0.3267, 0.2341], [1.2292, 0.6513, 1.3146], [1.1568, 0.2006, -1.1144], [0.4216, 0.5560, 0.1486], [2.0280, 0.5925, 2.1189], [-1.1172, -1.1966, 1.2758], [-1.8062, -0.2528, -0.8577], [1.7557, 1.0299, -1.5260], [0.4290, -0.4056, -1.8402], [1.8147, -0.6193, -0.7402], [-0.4027, 2.0716, 0.1141], [-2.0005, -1.4286, 1.5183], [-2.5925, -0.8722, -0.6459]], "atomic_forces_ev_per_a": [[-0.605, 0.131, -0.549], [-0.586, -0.095, -1.279], [-0.494, -1.903, -0.877], [-3.897, 2.803, -0.304], [1.172, 0.109, 1.653], [1.043, 0.839, -0.027], [-1.132, -1.522, 1.875], [-0.393, -0.657, -0.177], [1.659, 2.059, 1.110], [0.128, 0.633, -0.549], [2.042, -3.549, -0.051], [-0.800, -0.365, 0.007], [1.862, 1.518, -0.830]], "spin_multiplicity": 1, "orbital_gap_ev": 10.13, "lumo_ev": -0.156}

***

{"formula": "C5H10NO2", "method": "wB97M-V/def2-TZVPD", "species": ["N", "C", "O", "O", "H", "H", "C", "C", "C", "C", "H", "H", "H", "H", "H", "H", "H", "H"], "positions_angstrom": [[0.0201, -1.8235, -2.9427], [0.0283, -1.2821, -1.6124], [-0.6513, -0.2544, -1.4307], [0.7229, -1.9264, -0.7861], [0.4967, -2.7092, -2.9574], [-0.8560, -1.7448, -3.4274], [0.5416, 0.9991, 1.4751], [-0.6387, 1.5697, 1.7401], [-0.9260, 3.0195, 1.4931], [0.9323, -0.3893, 1.8806], [1.2328, 1.5989, 0.8871], [-1.4398, 0.9547, 2.1394], [-1.7126, 3.1652, 0.7399], [-1.2582, 3.4877, 2.4223], [-0.0475, 3.5009, 1.0610], [0.2408, -0.7488, 2.6453], [1.9766, -0.3878, 2.1934], [0.7978, -1.0831, 1.0138]], "atomic_forces_ev_per_a": [[0.568, 0.221, 0.137], [-0.336, -0.049, 0.107], [-0.081, 0.023, -0.045], [0.212, -0.054, -0.185], [-0.352, -0.220, -0.181], [-0.024, -0.068, -0.035], [-0.847, 0.288, 0.266], [0.750, -0.233, -0.141], [-0.368, -0.343, -0.713], [-0.616, -0.152, -1.074], [0.283, -0.089, 0.211], [0.018, 0.067, 0.307], [-0.111, -0.092, 0.207], [0.169, 0.288, -0.087], [0.082, 0.169, 0.364], [0.305, 0.048, 0.309], [-0.056, -0.264, 0.241], [0.404, 0.460, 0.312]], "spin_multiplicity": 1, "orbital_gap_ev": 7.99, "lumo_ev": 4.031, "charge": -1}

***

{"formula": "C4H7FS", "method": "wB97M-V/def2-TZVPD", "species": ["C", "C", "F", "C", "C", "S", "H", "H", "H", "H", "H", "H", "H"], "positions_angstrom": [[1.0974, 1.4926, 0.0718], [1.2533, 0.1269, -0.0113], [2.3549, -0.3834, -0.4558], [0.1678, -0.8178, 0.5118], [-1.1155, -0.9754, -0.3047], [-2.3464, 0.3610, -0.1458], [0.0996, 1.7456, 0.3526], [1.8125, 2.2135, -0.2146], [-0.0568, -0.4178, 1.5355], [0.5915, -1.8247, 0.6450], [-1.5594, -1.9791, -0.1746], [-0.8154, -0.8850, -1.3496], [-1.4835, 1.3436, -0.4602]], "atomic_forces_ev_per_a": [[-0.347, -3.709, -0.283], [-2.602, 3.726, 0.983], [1.674, -1.266, -0.627], [0.508, 0.029, 1.271], [0.604, 0.349, -1.066], [-0.073, -0.199, 0.396], [-0.066, 0.698, 0.538], [0.636, 0.519, -0.331], [-0.028, -0.592, -0.789], [0.111, 0.344, -0.025], [-0.085, 0.774, 0.173], [-0.050, -0.485, -0.114], [-0.282, -0.189, -0.126]], "smiles": "C=C(F)CCS", "spin_multiplicity": 1, "orbital_gap_ev": 10.10, "lumo_ev": 0.927}

***

{"formula": "C4H7NO", "method": "wB97M-V/def2-TZVPD", "species": ["C", "O", "C", "C", "N", "C", "H", "H", "H", "H", "H", "H", "H"], "positions_angstrom": [[-1.2056, -0.7027, 0.2117], [-0.0449, -1.5184, 0.2462], [1.0964, -0.8652, -0.2142], [0.5477, 1.0265, 0.8214], [0.5623, 0.5657, -0.6655], [-0.6933, 0.7196, 0.0929], [-1.7676, -0.8484, 1.1371], [-1.8280, -0.9966, -0.6485], [1.8420, -0.8931, 0.6121], [1.5135, -1.3193, -1.1034], [0.8034, 2.0752, 0.8644], [0.6718, 1.2378, -1.4552], [-1.4014, 1.4875, -0.2307]], "atomic_forces_ev_per_a": [[-0.191, 0.177, 0.114], [0.039, -0.096, -0.134], [-0.118, 0.199, -1.479], [-0.504, 1.100, 1.085], [1.068, -0.693, 1.268], [-0.134, -0.066, 0.368], [0.090, -0.076, -0.050], [0.054, 0.172, 0.149], [-0.523, 0.899, -0.926], [-0.130, -0.524, -0.534], [-0.423, 0.586, -0.106], [0.580, -1.435, 0.636], [0.190, -0.243, -0.391]], "spin_multiplicity": 1, "orbital_gap_ev": 7.83, "lumo_ev": 0.847}

***

Table of relative energy (zero: lowest compared OMol25 entry of this formula, charge and spin) (eV), in record order: 12.452, 3.895, 2.453, 0.733, 1.349, 5.741
Table of energy (eV), in record order: -22095.186, -13860.293, -9469.457, -10933.532, -17812.993, -7793.904